Record 1
# C4H15N2O

A 2-piece molecular cluster, C4H15N2O overall at a distorted geometry (ωB97M-V/def2-TZVPD, the OMol25 dataset).

XYZ file:
```
22
C4H15N2O | the OMol25 dataset | ωB97M-V/def2-TZVPD
C -1.057 0.966 -0.368
N -0.061 2.009 -0.396
C -0.517 -0.366 -0.830
N 0.450 -0.998 0.156
C 1.823 -1.204 -0.401
C -1.611 -1.397 -1.163
H -1.760 1.200 -1.172
H -1.561 0.870 0.598
H -0.208 2.702 -1.104
H 0.428 2.246 0.445
H 0.053 -0.202 -1.731
H 0.123 -1.939 0.369
H 0.506 -0.512 1.065
H 2.189 -0.255 -0.782
H 1.758 -1.803 -1.280
H 2.425 -1.691 0.326
H -1.365 -1.893 -2.103
H -2.582 -0.971 -1.358
H -1.813 -2.175 -0.424
H 0.358 1.493 2.876
H 1.470 0.397 2.828
O 0.715 0.773 2.348
```

## Properties
Molar mass   107.2 g mol⁻¹
Charge   +1
Frontier orbital gap   9.79 eV
Energy relative to the best compared isomer or geometry (same formula, charge and spin)   0.993 eV
Spin multiplicity   1

=====

Record 2
# C4H15N2O

A 2-piece molecular cluster, C4H15N2O overall at a distorted geometry (ωB97M-V/def2-TZVPD, the OMol25 dataset).

XYZ file:
```
22
C4H15N2O | the OMol25 dataset | ωB97M-V/def2-TZVPD
C -1.349 -1.190 1.308
C 0.109 -1.589 0.873
C 1.068 -0.464 0.968
C 1.519 1.895 0.096
N 0.737 0.671 -0.009
N -1.984 -0.294 0.335
H -1.069 -0.702 2.252
H -2.033 -1.980 1.641
H 0.386 -2.508 1.431
H 0.372 -2.010 -0.120
H 2.097 -0.689 0.654
H 1.067 0.085 1.916
H 1.458 2.628 -0.703
H 2.592 1.685 0.022
H 1.325 2.376 1.063
H 0.735 0.222 -0.930
H -0.286 0.895 0.016
H -2.381 -0.779 -0.461
H -2.807 0.011 0.864
H -0.111 -0.168 -3.287
H -0.392 1.346 -3.424
O -0.089 0.676 -2.804
```

## Properties
Molar mass   107.2 g mol⁻¹
Charge   +1
Frontier orbital gap   11.13 eV
Energy relative to the best compared isomer or geometry (same formula, charge and spin)   1.173 eV
Spin multiplicity   1

=====

Record 3
# C4H15N2O

A 2-piece molecular cluster, C4H15N2O overall at a distorted geometry (ωB97M-V/def2-TZVPD, the OMol25 dataset).

XYZ file:
```
22
C4H15N2O | the OMol25 dataset | ωB97M-V/def2-TZVPD
C -1.231 -1.091 0.082
N -0.543 -1.830 1.138
C -0.450 0.088 -0.287
N 0.318 0.549 0.901
C -0.157 2.434 -1.210
C -1.209 1.286 -0.989
H -2.259 -0.976 0.385
H -1.356 -1.774 -0.809
H -1.196 -2.409 1.683
H -0.064 -2.571 0.765
H 0.371 -0.174 -1.151
H -0.191 0.016 1.746
H 1.324 0.171 0.770
H 0.306 1.497 1.139
H -0.582 3.291 -1.724
H 0.800 2.080 -1.643
H 0.156 2.972 -0.302
H -1.852 1.650 -0.211
H -1.835 0.850 -1.759
H 3.330 -1.299 0.609
H 2.547 -1.677 -0.657
O 2.545 -1.122 0.163
```

## Properties
Molar mass   107.2 g mol⁻¹
Charge   +1
Frontier orbital gap   11.34 eV
Energy relative to the best compared isomer or geometry (same formula, charge and spin)   1.766 eV
Spin multiplicity   1

=====

Record 4
# C4H15N2O

A 2-piece molecular cluster, C4H15N2O overall at a distorted geometry (ωB97M-V/def2-TZVPD, the OMol25 dataset).

XYZ file:
```
22
C4H15N2O | the OMol25 dataset | ωB97M-V/def2-TZVPD
N -1.391 -0.726 -1.758
C -1.073 0.736 -1.498
C 0.004 0.825 -0.437
N -0.533 0.292 0.790
C 0.449 0.127 1.864
C 0.944 1.424 2.492
H -0.947 -1.041 -2.617
H -2.400 -0.848 -1.800
H -1.078 -1.231 -0.921
H -0.799 1.214 -2.441
H -1.973 1.212 -1.111
H 0.368 1.853 -0.430
H 0.862 0.240 -0.744
H -1.238 0.928 1.147
H 1.313 -0.430 1.487
H 0.066 -0.577 2.599
H 1.947 1.732 2.172
H 0.300 2.272 2.269
H 1.043 1.348 3.582
H 2.220 -2.089 -1.414
H 1.355 -1.846 -0.189
O 1.309 -2.175 -1.101
```

## Properties
Molar mass   107.2 g mol⁻¹
Charge   +1
Frontier orbital gap   10.28 eV
Energy relative to the best compared isomer or geometry (same formula, charge and spin)   1.094 eV
Spin multiplicity   1

=====

Record 5
# C4H15N2O

A 2-piece molecular cluster, C4H15N2O overall at a distorted geometry (ωB97M-V/def2-TZVPD, the OMol25 dataset).

XYZ file:
```
22
C4H15N2O | the OMol25 dataset | ωB97M-V/def2-TZVPD
C -0.165 1.625 1.223
N -1.327 2.368 0.688
C -0.174 0.148 0.783
N -1.140 -0.066 -0.377
C 1.480 -1.760 0.367
C 1.203 -0.277 0.273
H 0.769 2.116 0.874
H -0.226 1.670 2.317
H -1.099 3.243 0.237
H -1.930 2.589 1.469
H -0.493 -0.437 1.638
H -0.877 0.722 -0.969
H -2.138 -0.024 -0.166
H -0.801 -0.902 -0.891
H 1.168 -2.306 -0.532
H 2.466 -2.180 0.466
H 0.819 -2.354 1.050
H 1.346 0.152 -0.719
H 1.868 0.149 1.025
H -0.484 -1.064 -3.509
H 0.319 -1.874 -2.571
O -0.582 -1.539 -2.676
```

## Properties
Molar mass   107.2 g mol⁻¹
Charge   +1
Frontier orbital gap   10.98 eV
Energy relative to the best compared isomer or geometry (same formula, charge and spin)   1.144 eV
Spin multiplicity   1

=====

Record 6
# C4H15N2O

A 2-piece molecular cluster, C4H15N2O overall at a distorted geometry (ωB97M-V/def2-TZVPD, the OMol25 dataset).

XYZ file:
```
22
C4H15N2O | the OMol25 dataset | ωB97M-V/def2-TZVPD
C -0.520 1.131 1.832
C 0.278 -0.037 1.269
C 0.990 0.216 -0.029
C 0.354 0.795 -2.421
N -0.059 0.254 -1.096
N -1.555 1.550 0.874
H 0.148 1.971 1.986
H -0.919 0.848 2.803
H 0.958 -0.379 2.054
H -0.388 -0.889 1.141
H 1.750 -0.535 -0.242
H 1.502 1.169 -0.096
H 0.959 1.682 -2.311
H -0.515 1.104 -2.990
H 0.957 0.056 -2.919
H -0.487 -0.652 -1.270
H -0.817 0.836 -0.689
H -2.437 1.082 1.025
H -1.745 2.543 0.882
H 0.651 -4.025 0.810
H 0.338 -4.809 -0.471
O 0.557 -3.912 -0.142
```

## Properties
Molar mass   107.2 g mol⁻¹
Charge   +1
Frontier orbital gap   11.30 eV
Energy relative to the best compared isomer or geometry (same formula, charge and spin)   0.557 eV
Spin multiplicity   1

=====

Record 7
# C4H15N2O

A 2-piece molecular cluster, C4H15N2O overall at a distorted geometry (ωB97M-V/def2-TZVPD, the OMol25 dataset).

XYZ file:
```
22
C4H15N2O | the OMol25 dataset | ωB97M-V/def2-TZVPD
N -0.907 -0.888 1.513
C -0.744 -1.907 0.345
C 0.550 -1.674 -0.481
N 0.316 -0.690 -1.553
C -0.047 0.632 -1.076
C 1.144 1.550 -0.873
H -0.733 -1.304 2.431
H -1.928 -0.827 1.505
H -0.455 0.060 1.514
H -0.820 -2.860 0.841
H -1.587 -1.663 -0.311
H 0.693 -2.588 -1.056
H 1.364 -1.435 0.207
H 1.071 -0.638 -2.219
H -0.881 0.631 -0.385
H -0.602 1.167 -1.924
H 1.676 1.257 0.034
H 1.849 1.453 -1.681
H 0.976 2.631 -0.911
H 0.361 2.525 1.784
H -0.929 2.554 0.855
O -0.368 2.014 1.440
```

## Properties
Molar mass   107.2 g mol⁻¹
Charge   +1
Frontier orbital gap   9.25 eV
Energy relative to the best compared isomer or geometry (same formula, charge and spin)   1.970 eV
Spin multiplicity   1

=====

Record 8
# C4H15N2O

A 2-piece molecular cluster, C4H15N2O overall at a distorted geometry (ωB97M-V/def2-TZVPD, the OMol25 dataset).

XYZ file:
```
22
C4H15N2O | the OMol25 dataset | ωB97M-V/def2-TZVPD
C -0.052 -1.327 -0.648
C -0.725 -0.482 0.437
C -0.466 1.014 0.332
C -0.857 1.659 -1.026
N -2.218 1.278 -1.388
N 1.384 -1.567 -0.297
H -0.080 -0.865 -1.630
H -0.532 -2.272 -0.613
H -1.782 -0.672 0.389
H -0.379 -0.866 1.400
H 0.592 1.246 0.530
H -0.986 1.602 1.092
H -0.667 2.731 -0.918
H -0.249 1.200 -1.802
H -2.347 1.387 -2.384
H -2.960 1.750 -0.906
H 1.917 -0.697 -0.199
H 1.605 -2.037 0.587
H 1.874 -2.111 -1.018
H 1.525 -0.407 2.795
H 3.080 -0.393 2.545
O 2.216 -0.424 2.129
```

## Properties
Molar mass   107.2 g mol⁻¹
Charge   +1
Frontier orbital gap   9.19 eV
Energy relative to the best compared isomer or geometry (same formula, charge and spin)   0.832 eV
Spin multiplicity   1

=====

Record 9
# C4H15N2O2

A 2-piece molecular cluster, C4H15N2O2 overall at a distorted geometry (ωB97M-V/def2-TZVPD, the OMol25 dataset).

XYZ file:
```
23
C4H15N2O2 | the OMol25 dataset | ωB97M-V/def2-TZVPD
N -1.371 1.049 0.078
C -0.461 -0.105 -0.158
C -1.336 -1.350 -0.117
O -2.221 -1.176 0.976
C 0.363 -0.038 -1.468
N 1.503 -0.926 -1.309
C 2.600 -0.350 -0.543
H -0.935 1.888 0.477
H -2.080 0.713 0.711
H -1.720 1.368 -0.829
H 0.234 -0.236 0.650
H -0.674 -2.192 0.058
H -1.846 -1.554 -1.058
H -2.276 -1.965 1.519
H -0.277 -0.522 -2.210
H 0.518 1.002 -1.768
H 1.814 -1.167 -2.242
H 2.251 -0.088 0.453
H 3.098 0.495 -1.030
H 3.407 -1.062 -0.402
H -0.606 1.508 2.989
H 0.454 2.437 2.790
O -0.439 2.272 2.434
```

## Properties
Molar mass   123.2 g mol⁻¹
Charge   +1
Frontier orbital gap   9.96 eV
Energy relative to the best compared isomer or geometry (same formula, charge and spin)   1.451 eV
Spin multiplicity   1

=====

Record 10
# C4H15N2O2

A 3-piece molecular cluster, C4H15N2O2 overall at a distorted geometry (ωB97M-V/def2-TZVPD, the OMol25 dataset).

XYZ file:
```
23
C4H15N2O2 | the OMol25 dataset | ωB97M-V/def2-TZVPD
C -2.619 1.740 -0.135
C -1.217 1.753 -0.937
C -0.699 0.390 -0.712
C 0.621 0.072 -0.890
N 1.051 -1.384 -0.503
N -2.866 2.897 0.718
H -2.564 0.950 0.563
H -3.416 1.446 -0.851
H -0.616 2.493 -0.435
H -1.193 2.134 -1.913
H -1.483 -0.225 -0.033
H 1.511 0.730 -1.206
H 0.658 -1.608 0.457
H 0.938 -2.276 -1.012
H 2.071 -1.281 -0.307
H -2.969 3.837 0.242
H -3.417 2.648 1.444
H -0.074 -4.065 1.126
H 0.782 -3.558 2.266
O 0.393 -3.228 1.438
H 4.759 -1.700 0.342
H 4.654 -0.228 -0.080
O 4.175 -0.973 0.303
```

## Properties
Molar mass   123.2 g mol⁻¹
Charge   +1
Frontier orbital gap   8.76 eV
Energy relative to the best compared isomer or geometry (same formula, charge and spin)   3.128 eV
Spin multiplicity   1

=====

Record 11
# C4H15N2O2

A 3-piece molecular cluster, C4H15N2O2 overall at a distorted geometry (ωB97M-V/def2-TZVPD, the OMol25 dataset).

XYZ file:
```
23
C4H15N2O2 | the OMol25 dataset | ωB97M-V/def2-TZVPD
C -0.057 0.342 1.479
C -0.368 -1.186 1.327
C 0.263 -1.462 -0.046
C 1.553 -1.771 -0.164
N 2.112 -1.921 -1.437
N -0.453 1.162 0.210
H 1.037 0.436 1.614
H -0.841 0.821 2.228
H -0.187 -1.676 2.183
H -1.509 -1.377 1.278
H -0.320 -1.740 -0.949
H 2.170 -1.451 0.740
H 1.646 -2.525 -2.130
H 3.066 -2.425 -1.503
H 0.258 1.874 0.075
H -0.562 0.602 -0.695
H -1.351 1.621 0.177
H 1.743 2.769 -1.747
H 0.801 1.908 -2.747
O 0.956 2.404 -1.740
H -3.052 1.918 0.511
H -3.834 0.693 0.447
O -3.069 0.985 0.889
```

## Properties
Molar mass   123.2 g mol⁻¹
Charge   +2
Frontier orbital gap (alpha / beta)   11.19 / 7.40 eV
Energy relative to the best compared isomer or geometry (same formula, charge and spin)   3.124 eV
Spin multiplicity   2
<S²>   0.77